{"formula": "C8H11BF2O3", "method": "ωB97M-V/def2-TZVPD", "relative_energy_kj_mol": 0.0, "e_lumo_ev": 0.506, "elements": ["B", "C", "C", "C", "C", "C", "C", "C", "C", "O", "O", "O", "F", "F", "H", "H", "H", "H", "H", "H", "H", "H", "H", "H", "H"], "xyz": [[-1.291143, 0.966112, -0.262796], [1.842365, 0.808890, -0.162228], [-2.061971, -0.877442, -0.479926], [-2.649471, 0.451823, -0.799870], [-0.600566, -0.381948, -0.584798], [0.991597, 0.192864, 1.023607], [2.974619, 0.279484, -0.527134], [0.090067, 1.400737, 1.627320], [3.604594, -0.962939, 0.146324], [1.313940, 1.939074, -0.617814], [0.321159, -0.921699, 0.337684], [-1.101858, 1.603209, 0.921203], [3.813360, 0.839045, -1.557389], [3.871966, -0.778102, 1.436490], [-2.200827, -1.745461, -1.160106], [-2.175519, -1.208798, 0.543571], [-3.582970, 0.514201, -0.308675], [-2.834659, 0.541113, -1.951906], [-0.127360, -0.456074, -1.654285], [1.643831, -0.221604, 1.741561], [0.752409, 2.344403, 1.591036], [-0.144027, 0.953013, 2.567039], [4.562447, -0.891228, -0.322267], [2.986227, -1.944493, -0.046391], [2.000384, 2.308617, -1.283559]], "forces_ev_per_angstrom": [[-0.2, -0.2, 1.5], [-0.8, -0.1, 2.3], [2.0, -2.4, -0.9], [-1.6, 0.7, -3.3], [2.0, -0.2, -2.3], [-0.3, 1.3, -3.9], [2.1, -1.5, -0.3], [2.2, -1.4, -1.4], [-1.4, 0.1, -3.3], [1.7, 2.0, -2.6], [-0.1, 1.1, 1.9], [-0.3, 0.6, -0.4], [-1.6, -0.6, 1.5], [-0.2, 0.1, 2.5], [-0.4, 0.6, 0.4], [-0.4, 0.0, 0.3], [-1.0, 1.1, 0.5], [0.4, -0.1, 2.1], [-1.2, -0.1, 1.6], [0.4, -0.4, 1.0], [-1.2, -1.5, 0.6], [-0.3, 0.7, 1.2], [0.8, -1.2, -0.8], [1.3, 1.9, 0.5], [-1.8, -0.6, 1.4]]}

=====

{"formula": "C25H48BF2IO9PS", "method": "ωB97M-V/def2-TZVPD", "e_lumo_ev": 2.073, "charge": -1, "elements": ["C", "C", "C", "F", "B", "C", "F", "C", "C", "O", "C", "C", "C", "O", "C", "C", "C", "S", "O", "O", "O", "C", "I", "P", "C", "C", "C", "O", "H", "H", "H", "H", "H", "H", "H", "H", "H", "H", "H", "H", "H", "H", "H", "H", "H", "H", "H", "H", "H", "H", "H", "H", "H", "H", "H", "H", "H", "H", "C", "C", "O", "C", "H", "H", "H", "H", "H", "H", "C", "C", "O", "C", "H", "H", "H", "H", "H", "H", "C", "C", "O", "C", "H", "H", "H", "H", "H", "H"], "xyz": [[-6.025319, 1.388902, -0.703967], [-5.151132, 0.347074, -1.439133], [-4.136016, -0.320226, -0.525512], [-4.859429, -0.658731, 0.649342], [-2.761907, 0.530957, -0.209090], [-2.310111, 0.498982, 1.360940], [-3.238193, 1.198441, 2.177957], [-2.135226, -0.917384, 1.897984], [-1.288170, -0.908622, 3.178679], [-1.513445, 0.078742, -0.901420], [-1.219969, 0.814510, -2.036347], [-1.975005, 0.066333, -3.154969], [-1.735361, 0.534197, -4.570505], [-2.577448, 0.893873, -5.325361], [0.269303, 0.958940, -2.332068], [1.153662, 0.379065, -1.229515], [2.609436, 0.761033, -1.583873], [3.773373, -0.557762, -1.348043], [5.069098, -0.011220, -1.539074], [3.632631, -1.169982, -0.075520], [3.538464, -1.578320, -2.546882], [-1.860210, 2.208553, -1.601974], [-0.545770, 3.325084, -0.157416], [-2.196388, 3.420840, -2.980103], [-3.917868, 3.129197, -3.583806], [-2.280320, 5.160672, -2.339571], [-0.978912, 5.956966, -2.559138], [-2.913601, 1.896726, -0.836010], [-6.167549, 2.271650, -1.323156], [-5.545693, 1.657918, 0.230355], [-7.014793, 0.981430, -0.538209], [-4.727020, 0.781025, -2.335844], [-5.833464, -0.437660, -1.778735], [-3.864206, -1.286065, -0.964758], [-1.356168, 1.002748, 1.518937], [-1.734263, -1.588563, 1.145179], [-3.123723, -1.239567, 2.215765], [-1.279689, -1.928956, 3.561315], [-0.277600, -0.553583, 3.008961], [-1.789299, -0.332289, 3.945991], [-3.048422, 0.022972, -3.005806], [-1.611616, -0.960076, -3.105847], [-0.688484, 0.490519, -4.943765], [0.573142, 0.440862, -3.240938], [0.507441, 2.002230, -2.516496], [0.929800, 0.810941, -0.264541], [1.031090, -0.698257, -1.187357], [2.942725, 1.656294, -1.078015], [2.641366, 0.989003, -2.647287], [2.957986, -2.303185, -2.256361], [-3.969010, 2.280693, -4.255799], [-4.258381, 4.019656, -4.102747], [-4.596346, 2.982673, -2.746806], [-2.652492, 5.227235, -1.322670], [-3.042079, 5.632170, -2.959156], [-0.679284, 6.360221, -1.593858], [-0.152952, 5.334703, -2.879989], [-1.152561, 6.811888, -3.204675], [2.153551, -2.469388, 5.101909], [1.038392, -2.114514, 6.051315], [0.165799, -1.335788, 5.751579], [1.059062, -2.787276, 7.408144], [2.025993, -1.926347, 4.168491], [3.116257, -2.198293, 5.542168], [2.129579, -3.536891, 4.892167], [1.976145, -2.527893, 7.939770], [0.999674, -3.870879, 7.289444], [0.204963, -2.448792, 7.992072], [-0.116235, -6.949107, 4.072327], [-0.184789, -5.449896, 4.251249], [0.536727, -4.706109, 3.629480], [-1.197169, -4.921133, 5.239754], [0.648127, -7.189973, 3.336382], [0.140814, -7.427333, 5.019251], [-1.077355, -7.327424, 3.720653], [-0.987070, -5.313573, 6.237028], [-2.203278, -5.214668, 4.936388], [-1.143107, -3.833799, 5.268130], [9.339229, 1.475288, -2.688481], [8.522829, 2.070290, -3.811171], [8.907838, 3.039565, -4.426155], [7.210444, 1.399121, -4.124270], [10.255889, 2.049055, -2.565391], [8.771870, 1.508166, -1.757260], [9.597107, 0.441147, -2.921835], [6.557611, 1.427643, -3.249773], [7.382034, 0.362014, -4.416455], [6.724450, 1.921316, -4.946206]], "forces_ev_per_angstrom": [[0.5, -0.1, -0.5], [-1.1, -0.3, 0.2], [0.4, 0.2, -0.4], [0.0, -0.2, 0.1], [0.4, 0.1, 0.5], [-0.2, -0.2, -0.7], [-0.1, -0.1, 0.3], [-0.2, 0.9, 1.1], [-0.6, -0.8, -0.5], [0.7, -1.1, 0.2], [-0.8, 0.7, 0.8], [0.1, 0.7, -1.1], [1.3, -0.5, 0.8], [-1.4, 0.3, -1.1], [0.2, -0.6, 0.3], [0.7, 0.6, -0.4], [-1.0, -0.9, -0.7], [1.2, 1.6, 1.1], [1.0, 0.5, -1.3], [-1.3, -1.2, 0.4], [-0.6, -0.2, 0.2], [-1.6, -0.3, 0.0], [0.9, 0.3, 0.0], [0.9, 0.3, -1.2], [-0.1, 0.0, 1.0], [-0.2, -0.1, -0.4], [-0.3, 0.0, 1.2], [-0.4, 0.2, -0.4], [0.1, 0.2, 0.0], [-0.2, 0.2, 0.2], [-0.1, -0.1, 0.4], [0.3, 0.0, 0.0], [0.0, -0.1, -0.2], [0.1, -0.1, 0.0], [0.0, 0.3, -0.2], [0.1, 0.0, -0.2], [-0.2, -0.3, -0.4], [0.5, -0.1, 0.1], [0.2, 0.0, 0.1], [0.1, 0.4, 0.1], [0.0, 0.2, 0.3], [0.2, -0.1, 0.1], [0.0, 0.0, 0.2], [-0.2, -0.2, -0.2], [0.0, 0.2, 0.1], [-0.3, -0.2, 0.2], [-0.1, -0.1, 0.2], [0.4, -0.1, 0.4], [0.3, -0.1, -0.2], [0.1, 0.2, 0.0], [0.1, -0.1, 0.0], [0.2, 0.2, -0.2], [-0.1, -0.1, 0.1], [0.1, -0.1, 0.2], [-0.2, -0.1, -0.1], [0.2, 0.1, 0.1], [0.1, 0.0, -0.4], [0.2, -0.1, -0.4], [0.0, 0.3, 0.0], [0.0, 0.1, -0.1], [0.1, 0.0, 0.2], [-0.2, 0.1, 0.0], [0.0, 0.0, 0.0], [0.0, -0.1, 0.0], [0.1, 0.0, 0.0], [0.1, -0.2, 0.0], [0.2, 0.0, 0.0], [0.0, 0.0, 0.0], [0.2, 0.1, -0.2], [-0.1, 0.1, 0.0], [0.0, -0.2, 0.0], [0.1, 0.2, -0.1], [0.0, 0.0, 0.0], [-0.2, 0.0, 0.0], [0.0, -0.1, 0.2], [-0.1, -0.1, 0.0], [0.0, -0.1, 0.1], [0.0, 0.0, 0.0], [0.2, 0.2, 0.0], [0.0, 0.1, -0.1], [0.0, 0.0, 0.0], [0.0, 0.3, -0.2], [0.0, 0.0, 0.0], [0.0, -0.2, 0.0], [-0.1, -0.1, 0.1], [0.0, -0.3, 0.0], [-0.1, -0.1, 0.2], [0.0, 0.0, 0.0]]}

=====

For each record above, in turn, the calculated frontier orbital gap values are 9.7 7.2 eV.
For each record above, in turn, the calculated HOMO energy values are -9.201 -5.142 eV.